1.
An isolated ion of composition C4H9N2OS and charge +1 in a non-equilibrium geometry, computed with ωB97M-V/def2-TZVPD.

Geometry as XYZ:
```
17
Properties=species:S:1:pos:R:3:nbo_charge:R:1
C 1.647 1.148 -0.450 0.563
C 0.114 1.017 -0.715 -0.330
C 0.201 -1.283 -0.007 -0.139
C -1.898 -0.048 0.033 -0.412
N 2.156 0.215 0.237 -0.593
N -0.453 -0.033 0.248 -0.404
O 2.368 1.969 -0.955 -0.514
S 0.190 -2.420 1.211 0.330
H -0.296 2.028 -0.516 0.274
H -0.014 0.759 -1.848 0.277
H 0.425 -1.374 -1.011 0.245
H -2.466 0.911 0.074 0.271
H -1.968 -0.526 -0.861 0.223
H -2.304 -0.644 0.971 0.226
H 3.109 0.042 0.400 0.409
H -0.163 0.027 1.173 0.450
H -0.649 -1.787 2.016 0.123
```

Computed properties:
Kohn-Sham gap (spin up / spin down): 8.19 / 6.47 eV
spin multiplicity: 1
total charge: +1
energy relative to the best compared isomer or geometry (same formula, charge and spin): 144.73 kcal/mol
calculated total energy: -20144.924 eV

=====

2.
C50H61N3O7S as an isolated structure in a non-equilibrium geometry, computed with ωB97M-V/def2-TZVPD.

Geometry as XYZ:
```
122
Properties=species:S:1:pos:R:3:mulliken_charge:R:1
C 3.313 2.423 3.539 -1.302
C 3.155 1.427 2.333 0.163
C 3.254 2.082 0.890 0.880
C 2.780 3.580 0.795 0.014
C 3.960 4.611 0.580 -0.883
C 4.850 4.330 -0.686 -0.465
C 4.345 5.042 -2.011 -0.823
C 3.903 4.006 -3.156 -0.773
C 2.356 4.195 -3.414 -0.729
C 1.628 2.860 -3.923 -0.839
C 0.401 2.451 -3.054 1.292
C -0.532 3.554 -2.577 -1.622
C -1.714 3.380 -1.756 0.952
C -2.539 4.648 -1.378 -1.008
C -2.903 4.761 0.161 -0.701
C -4.486 4.611 0.370 -0.807
C -4.829 3.522 1.486 -0.773
C -5.913 2.544 0.898 -0.261
C -6.225 1.334 1.889 -1.104
C -2.022 1.983 -1.340 0.714
N -3.058 1.585 -0.557 -0.257
S -2.935 -0.079 -0.423 -0.039
N -1.551 -0.324 -1.309 -0.395
C -1.061 0.841 -1.833 0.219
C 0.137 1.054 -2.701 0.187
C 1.003 -0.151 -3.173 -1.994
C 2.433 -0.250 -2.515 0.258
C 2.481 -1.058 -1.162 -0.614
N 1.734 -2.333 -1.202 -0.213
C 2.112 -3.216 -0.064 -1.385
C 1.646 -2.640 1.330 0.940
C 2.639 -2.259 2.353 -0.545
C 2.209 -1.738 3.667 -0.716
C 0.786 -1.558 4.013 -0.744
C -0.193 -1.908 2.971 -0.670
C 0.243 -2.437 1.682 1.285
O -0.720 -2.766 0.732 -0.636
H 4.325 2.902 3.616 0.275
H 3.194 1.808 4.483 0.412
H 2.483 3.186 3.596 0.279
H 4.020 0.700 2.410 0.168
H 2.232 0.787 2.388 -0.037
H 4.285 1.892 0.499 0.370
H 2.556 1.489 0.227 -1.132
H 2.137 3.926 1.642 0.465
H 2.133 3.657 -0.135 -0.475
H 3.553 5.662 0.585 0.374
H 4.630 4.542 1.487 0.249
H 5.873 4.753 -0.458 0.365
H 5.008 3.248 -0.925 0.257
H 5.201 5.660 -2.410 0.439
H 3.531 5.764 -1.745 0.461
H 4.506 4.249 -4.081 0.381
H 4.157 2.959 -2.845 0.248
H 2.166 5.020 -4.162 0.314
H 1.916 4.566 -2.444 0.351
H 1.220 3.123 -4.945 0.250
H 2.346 2.017 -4.073 0.489
H -0.288 4.601 -2.898 0.227
H -1.892 5.542 -1.625 0.305
H -3.428 4.728 -2.063 0.408
H -2.661 5.821 0.470 0.403
H -2.314 4.076 0.823 0.391
H -4.972 5.605 0.568 0.502
H -4.902 4.223 -0.595 0.333
H -5.261 4.088 2.364 0.373
H -3.898 3.015 1.845 0.385
H -6.833 3.165 0.695 0.403
H -5.617 2.088 -0.083 0.089
H -7.193 1.568 2.421 0.315
H -6.296 0.363 1.323 0.251
H -5.385 1.281 2.639 0.282
H 1.121 -0.125 -4.293 0.418
H 0.423 -1.088 -2.945 0.633
H 3.084 -0.820 -3.246 0.411
H 2.940 0.754 -2.409 -0.289
H 2.112 -0.457 -0.286 0.168
H 3.568 -1.312 -0.979 0.326
H 0.724 -2.195 -1.088 0.275
H 1.627 -4.230 -0.143 0.154
H 3.226 -3.396 -0.043 0.481
H 3.721 -2.380 2.113 0.371
H 3.019 -1.476 4.396 0.415
H 0.463 -1.176 5.015 0.371
H -1.275 -1.765 3.230 0.266
H -1.606 -2.667 1.122 0.318
C -1.166 -7.621 0.639 -0.500
C -0.151 -6.826 0.974 -0.115
C 1.248 -7.312 0.941 0.326
O 2.173 -6.587 1.248 -0.558
C 1.475 -8.713 0.520 -0.418
C 0.460 -9.508 0.186 -0.403
C -0.939 -9.022 0.219 0.283
O -1.864 -9.746 -0.088 -0.556
H -2.194 -7.283 0.658 0.457
H -0.298 -5.798 1.283 0.641
H 2.504 -9.051 0.502 0.429
H 0.607 -10.535 -0.123 0.407
C 1.334 -5.445 6.023 -0.428
C 0.471 -5.186 5.042 -0.066
C -0.967 -5.512 5.178 0.211
O -1.755 -5.278 4.282 -0.552
C -1.409 -6.134 6.447 -0.420
C -0.547 -6.392 7.428 -0.395
C 0.892 -6.067 7.292 0.269
O 1.678 -6.301 8.187 -0.554
H 2.388 -5.214 5.940 0.455
H 0.777 -4.731 4.108 0.636
H -2.464 -6.364 6.529 0.427
H -0.853 -6.847 8.362 0.417
C -4.332 1.170 -4.775 -0.217
C -3.017 1.361 -4.864 -0.178
C -2.398 1.841 -6.122 0.163
O -1.198 2.014 -6.209 -0.510
C -3.295 2.101 -7.271 -0.462
C -4.609 1.909 -7.179 -0.484
C -5.229 1.429 -5.924 0.128
O -6.428 1.256 -5.839 -0.554
H -4.804 0.819 -3.865 0.534
H -2.352 1.182 -4.031 0.649
H -2.824 2.452 -8.180 0.433
H -5.280 2.094 -8.009 0.411
```

Computed properties:
Kohn-Sham gap: 6.86 eV
spin multiplicity: 1
total charge: 0
calculated total energy: -82470.307 eV

=====

3.
An isolated ion of composition C5H11N2O and charge +1 in a non-equilibrium geometry, computed with ωB97M-V/def2-TZVPD.

Geometry as XYZ:
```
19
Properties=species:S:1:pos:R:3:nbo_charge:R:1
C 0.259 0.571 -1.192 0.663
C -0.644 0.781 0.960 0.209
C 0.321 -1.257 0.240 0.018
C 0.531 1.303 -2.433 -0.676
C 0.266 1.227 2.061 -0.695
N 0.569 -0.625 -0.932 -0.543
N -0.736 -2.441 0.213 -0.701
O -0.419 1.317 -0.249 -0.499
H -1.644 0.300 1.121 0.197
H 1.156 -1.507 0.797 0.200
H 0.005 0.767 -3.172 0.259
H 1.638 1.318 -2.657 0.267
H 0.290 2.271 -2.324 0.244
H 0.232 0.451 2.911 0.254
H -0.243 2.175 2.304 0.247
H 1.239 1.557 1.505 0.246
H -1.386 -2.237 -0.493 0.445
H -1.096 -2.622 1.140 0.438
H -0.337 -3.349 0.199 0.428
```

Computed properties:
Kohn-Sham gap (spin up / spin down): 8.52 / 8.52 eV
spin multiplicity: 1
total charge: +1
energy relative to the best compared isomer or geometry (same formula, charge and spin): 112.98 kcal/mol
calculated total energy: -10380.706 eV

=====

4.
A single C2H4S3 molecule in a non-equilibrium geometry, computed with ωB97M-V/def2-TZVPD.

Geometry as XYZ:
```
9
Properties=species:S:1:pos:R:3:nbo_charge:R:1
C 0.285 0.348 -0.009 -0.517
C -1.187 -0.590 -0.335 -0.617
S 0.085 2.011 0.660 0.145
S 1.035 1.533 -1.042 0.175
S 1.463 -0.869 0.843 -0.055
H -1.984 0.166 -0.762 0.242
H -1.659 -0.911 0.666 0.228
H -0.799 -1.505 -0.852 0.239
H 2.760 -0.184 0.833 0.160
```

Computed properties:
expectation value of S²: 2.0114
Kohn-Sham gap (spin up / spin down): 6.30 / 7.38 eV
spin multiplicity: 3
total charge: 0
energy relative to the best compared isomer or geometry (same formula, charge and spin): 31.64 kcal/mol
calculated total energy: -34639.978 eV

=====

total charge of number 3 (C5H11N2O)?
+1

=====

Which formula does entry 2 have?
C50H61N3O7S